1.
{"formula": "C28H34FN6O2S3W", "method": "wB97M-V/def2-TZVPD", "symbols": ["W", "C", "S", "C", "S", "N", "N", "C", "C", "C", "C", "C", "C", "N", "H", "H", "H", "H", "H", "H", "H", "H", "C", "C", "C", "C", "C", "C", "C", "C", "C", "C", "C", "C", "N", "C", "C", "C", "C", "C", "C", "F", "H", "H", "H", "H", "H", "H", "H", "H", "H", "H", "H", "H", "H", "H", "H", "H", "H", "H", "H", "H", "H", "C", "C", "N", "O", "H", "H", "H", "H", "H", "O", "S", "N"], "coordinates": [[-0.037895, -0.006831, -0.227056], [2.832165, -3.525430, -2.697524], [2.458389, -1.906540, -3.391248], [1.842639, -1.058525, -1.963758], [0.755983, -2.011398, -0.880584], [2.544091, -0.102481, -1.445756], [1.923048, 0.488003, -0.325448], [2.768085, 1.075898, 0.478084], [2.305952, 1.649151, 1.721318], [3.175264, 2.245475, 2.627888], [2.662511, 2.663891, 3.844235], [1.319357, 2.454157, 4.118388], [0.526680, 1.852187, 3.148199], [0.998697, 1.480784, 1.969836], [3.607099, -3.454523, -1.938265], [3.207377, -4.084510, -3.554756], [1.957829, -4.039694, -2.307112], [3.810215, 1.085344, 0.184571], [4.225145, 2.352567, 2.391497], [3.307347, 3.125433, 4.579507], [0.890709, 2.738428, 5.068911], [-0.518389, 1.633088, 3.341587], [-1.094312, 4.010893, -1.902395], [0.379215, 3.642646, -2.060034], [1.060984, 3.557660, -0.699875], [0.649958, 2.484756, -3.027962], [1.580382, 2.783946, -4.021233], [1.833424, 1.913315, -5.064767], [1.076942, 0.768784, -5.162661], [0.120181, 0.410143, -4.206126], [-0.713486, -0.806245, -4.656416], [-1.334392, -1.802768, -3.687809], [-1.783370, -0.336761, -5.661272], [-0.009175, 1.240214, -3.072200], [-0.796434, 0.795103, -1.948935], [-2.192585, 0.839254, -2.101354], [-2.883694, 1.603418, -3.038088], [-4.269338, 1.558716, -3.101662], [-5.002848, 0.741629, -2.253744], [-4.342235, -0.053679, -1.322529], [-2.977165, 0.035151, -1.286438], [-2.265441, -0.761390, -0.408246], [-1.180034, 4.938299, -1.328860], [-1.658911, 3.235879, -1.387028], [-1.568825, 4.188248, -2.867108], [0.845426, 4.495542, -2.557692], [0.621019, 2.786202, -0.069265], [0.961374, 4.520001, -0.187323], [2.127866, 3.352177, -0.796348], [2.104325, 3.731098, -3.975480], [2.578563, 2.146254, -5.813304], [1.218354, 0.115610, -6.015907], [0.007481, -1.393252, -5.228197], [-2.118508, -1.375913, -3.070954], [-0.595868, -2.280641, -3.043287], [-1.804178, -2.590860, -4.279756], [-2.683199, 0.019620, -5.150591], [-2.078595, -1.170996, -6.298706], [-1.414772, 0.463725, -6.302308], [-2.321979, 2.217658, -3.730281], [-4.781449, 2.163831, -3.837631], [-6.080832, 0.705627, -2.323760], [-4.863454, -0.732632, -0.661529], [-3.347943, 1.754835, 1.914221], [-2.102569, 2.280779, 1.271448], [-1.759673, 3.551737, 1.471913], [-1.423035, 1.540903, 0.548534], [-3.733064, 2.406148, 2.695741], [-3.136529, 0.762341, 2.310875], [-4.102960, 1.646486, 1.133216], [-2.352315, 4.168769, 1.999528], [-0.968639, 3.933999, 0.976187], [1.757545, -1.550451, 2.460264], [0.316671, -1.508612, 2.659744], [-0.521555, -0.816239, 1.642129]], "atomic_forces_ev_per_a": [[-2.387, 2.002, 1.805], [-0.019, -0.111, -0.012], [-0.130, 0.681, -0.159], [1.917, -1.857, 1.426], [0.122, -0.124, -0.943], [-0.631, 0.790, -0.988], [0.556, -0.858, -0.464], [-0.201, 0.098, -0.188], [-0.080, -0.166, 0.024], [-0.025, -0.025, 0.022], [0.011, 0.010, 0.016], [-0.002, -0.036, -0.038], [0.047, 0.021, 0.041], [0.251, 0.012, -0.313], [0.006, 0.004, -0.008], [0.040, -0.033, 0.068], [-0.061, 0.051, -0.031], [0.008, 0.050, 0.009], [-0.001, -0.005, -0.007], [0.000, 0.007, -0.001], [-0.002, 0.007, 0.000], [0.007, 0.042, -0.023], [-0.010, -0.004, 0.030], [0.018, 0.004, -0.054], [0.017, -0.037, 0.030], [0.130, 0.264, -0.009], [-0.022, -0.085, 0.039], [0.003, 0.082, 0.084], [-0.061, -0.087, 0.013], [0.074, -0.099, 0.003], [0.045, 0.096, -0.114], [0.095, -0.071, 0.124], [-0.081, 0.015, 0.080], [-0.077, -0.062, -0.189], [0.224, -0.286, 0.134], [-0.007, -0.130, -0.038], [0.065, 0.011, -0.083], [-0.007, -0.010, -0.017], [-0.030, -0.008, 0.009], [0.006, 0.032, -0.019], [0.108, 0.058, 0.008], [-0.055, -0.082, 0.023], [0.011, 0.000, -0.005], [0.011, 0.028, 0.017], [0.022, 0.002, -0.006], [-0.034, 0.026, -0.010], [-0.001, 0.055, -0.041], [0.018, 0.009, 0.029], [-0.006, 0.014, -0.034], [-0.003, -0.004, -0.008], [0.000, 0.013, 0.000], [-0.020, -0.010, 0.009], [0.015, -0.009, -0.057], [-0.044, 0.015, 0.021], [-0.101, 0.087, -0.099], [0.027, -0.013, -0.020], [0.121, -0.011, -0.023], [-0.030, -0.020, 0.012], [0.015, -0.008, -0.021], [-0.040, -0.028, 0.025], [-0.001, 0.001, -0.003], [0.000, 0.000, 0.005], [0.005, -0.002, 0.005], [0.017, 0.028, 0.007], [-0.157, -0.206, 0.000], [-0.041, 0.021, 0.000], [0.123, 0.436, 0.029], [-0.002, -0.001, -0.001], [0.004, 0.005, 0.004], [-0.015, -0.004, -0.001], [0.019, 0.005, 0.012], [0.012, -0.008, 0.005], [0.092, -0.009, 0.019], [0.005, -0.048, 0.075], [0.117, -0.525, -0.236]], "orbital_gap_ha": [0.2242, 0.2435], "max_force_ev_per_a": 3.600, "spin_multiplicity": 3, "homo_energy_ev": [-9.961, -10.780], "s2": 2.059, "total_charge": 1, "e_above_lowest_ev": 2.044}


2.
{"formula": "H4OS2", "method": "wB97M-V/def2-TZVPD", "symbols": ["O", "H", "H", "S", "S", "H", "H"], "coordinates": [[1.806856, 1.801144, 4.120577], [1.727598, 2.585869, 3.532210], [1.119705, 1.176592, 3.794970], [0.000000, 0.000000, 0.000000], [2.083505, -0.100538, 0.015625], [-0.096655, 1.234595, -0.537519], [2.357729, 0.443767, 1.220216]], "atomic_forces_ev_per_a": [[-0.732, 0.131, -1.013], [0.033, -0.842, 0.629], [0.674, 0.694, 0.336], [0.583, 0.286, 0.067], [-0.288, -0.008, 0.009], [-0.055, -0.203, 0.067], [-0.216, -0.058, -0.095]], "smiles": "SS.O", "orbital_gap_ha": 0.3702, "max_force_ev_per_a": 1.257, "homo_energy_ev": -9.888, "total_charge": 0, "e_above_lowest_ev": 0.129}


3.
{"formula": "C5H4BeF6N3O4S2SbSe4", "method": "wB97M-V/def2-TZVPD", "symbols": ["Be", "F", "C", "F", "F", "S", "O", "O", "N", "S", "O", "O", "C", "F", "F", "F", "N", "C", "C", "N", "C", "H", "H", "H", "H", "Se", "Sb", "Se", "Se", "Se"], "coordinates": [[0.483219, 0.842912, -0.067084], [-3.023564, -1.690435, -2.096822], [-1.873706, -1.314240, -2.655743], [-1.891462, -0.030641, -2.905867], [-1.719751, -1.992906, -3.800910], [-0.521725, -1.789396, -1.490686], [-0.677952, -0.991033, -0.288804], [-0.614938, -3.213240, -1.377529], [0.757307, -1.309918, -2.335982], [2.086923, -0.960629, -1.618395], [1.909262, -0.042473, -0.479800], [3.146847, -0.666523, -2.520192], [2.664931, -2.481436, -0.736133], [2.742196, -3.513501, -1.574036], [1.844485, -2.801348, 0.265374], [3.880466, -2.263515, -0.223842], [-0.382704, 1.483315, 3.501316], [0.161685, 0.230563, 3.700178], [0.626115, -0.158474, 2.488099], [0.374810, 0.840230, 1.569343], [-0.255485, 1.807455, 2.213162], [-0.877441, 2.054535, 4.163881], [0.142343, -0.261663, 4.655022], [1.085884, -1.085076, 2.192772], [-0.574665, 2.766461, 1.808716], [-1.312166, 4.963330, 1.278428], [-2.052458, 3.352361, -0.449288], [0.163823, 2.405129, -1.432847], [-3.164793, 1.423675, 0.573667], [-3.127485, 4.396491, -2.355989]], "atomic_forces_ev_per_a": [[0.143, -0.215, -0.608], [0.080, -0.012, -0.034], [-0.113, 0.120, 0.092], [0.043, -0.015, -0.008], [0.028, -0.030, -0.042], [0.283, 0.645, 0.207], [0.125, -0.088, -0.253], [-0.055, -0.037, -0.003], [0.144, -0.569, 0.089], [-0.446, 0.260, 0.072], [-0.016, -0.203, 0.033], [0.000, 0.039, -0.103], [0.018, 0.043, 0.009], [-0.003, -0.007, -0.010], [0.017, -0.023, -0.007], [0.028, 0.000, 0.014], [0.014, 0.066, -0.002], [-0.059, -0.077, -0.062], [-0.012, -0.120, -0.049], [-0.097, -0.010, 0.506], [0.082, 0.053, -0.036], [-0.012, 0.011, -0.043], [0.031, -0.023, -0.011], [0.037, 0.006, 0.025], [0.044, 0.037, 0.099], [-0.073, 0.060, -0.012], [0.002, 0.205, -0.157], [-0.166, -0.104, 0.275], [-0.003, 0.011, 0.036], [-0.064, -0.024, -0.016]], "orbital_gap_ha": 0.1996, "max_force_ev_per_a": 0.734, "homo_energy_ev": -1.111, "total_charge": -2, "e_above_lowest_ev": 0.000}


4.
{"formula": "C3H3ClN2OS", "method": "wB97M-V/def2-TZVPD", "symbols": ["C", "C", "C", "N", "N", "O", "S", "Cl", "H", "H", "H"], "coordinates": [[1.652941, 1.227163, -0.069983], [1.481461, -0.216316, -0.274335], [-0.795827, 0.061921, 0.395597], [0.661414, 1.936335, 0.253680], [0.197759, -0.649426, -0.147237], [-2.554462, -1.402162, 1.375483], [-2.403213, -0.043367, 0.821067], [-3.206614, -0.234474, -1.100864], [2.480734, 1.812774, -0.354311], [2.256934, -0.811705, -0.745460], [0.228875, -1.680742, -0.153637]], "atomic_forces_ev_per_a": [[-2.530, -1.826, -0.279], [-0.019, 1.409, -0.610], [5.056, 2.927, -1.543], [-2.485, -1.868, 0.786], [0.721, -0.197, 1.687], [-0.248, 0.510, 0.146], [-0.376, -1.412, 0.489], [-0.320, 0.148, -0.538], [1.568, 0.235, -0.175], [-0.451, -0.279, 0.296], [-0.915, 0.351, -0.261]], "orbital_gap_ha": [0.2566, 0.2567], "max_force_ev_per_a": 6.042, "homo_energy_ev": [-8.476, -8.485], "total_charge": 0, "e_above_lowest_ev": 6.005}


5.
{"formula": "C5H40NO14", "method": "wB97M-V/def2-TZVPD", "symbols": ["C", "C", "C", "C", "C", "N", "H", "H", "H", "H", "H", "H", "H", "H", "H", "H", "H", "H", "H", "H", "O", "H", "H", "O", "H", "H", "O", "H", "H", "O", "H", "H", "O", "H", "H", "O", "H", "H", "O", "H", "H", "O", "H", "H", "O", "H", "H", "O", "H", "H", "O", "H", "H", "O", "H", "H", "O", "H", "H", "O"], "coordinates": [[-0.671722, 2.368037, 1.815486], [-1.499286, 1.544170, 0.849359], [-0.740025, 0.304377, 0.310936], [0.524815, 0.716833, -0.446987], [1.848059, -1.305235, -0.746060], [1.056428, -0.298905, -1.384628], [0.106523, 2.946996, 1.280478], [-1.294915, 3.070319, 2.369900], [-0.094125, 1.795477, 2.559051], [-2.418958, 1.211665, 1.363534], [-1.823267, 2.170826, -0.012109], [-0.418535, -0.320968, 1.179372], [-1.397471, -0.269936, -0.337157], [0.318584, 1.655611, -0.994236], [1.334612, 0.955495, 0.326839], [2.402298, -1.865145, -1.487639], [2.512612, -0.936748, -0.023032], [0.300408, -0.738901, -1.958085], [2.549644, 1.733040, 1.731771], [2.748388, 2.160047, 3.266948], [2.246082, 1.525794, 2.673560], [0.629435, -0.685739, 3.805204], [-0.910430, 0.175349, 3.251081], [-0.689370, -0.646565, 3.632423], [-0.952033, 1.433996, -3.048876], [-1.862280, 1.662686, -1.811761], [-1.825171, 1.196108, -2.660764], [0.450374, -2.792102, -0.662240], [-0.251352, -2.303619, 1.082796], [1.058849, -2.253235, -0.056321], [-1.547384, -0.467999, -3.193534], [-1.264729, -1.532603, -4.244582], [-1.062349, -1.261658, -3.394048], [-1.596083, -3.158990, -1.002313], [-0.915594, -2.610262, -2.328296], [-0.803070, -3.215590, -1.588400], [0.888729, 1.981336, -4.283740], [1.162502, 1.078221, -3.018187], [0.673621, 1.859854, -3.345765], [-0.883118, -1.377434, 2.953567], [-1.762883, -2.396731, 1.219570], [-0.957359, -2.418770, 1.748214], [2.133630, -3.552138, 2.668881], [1.864827, -2.630481, 1.374723], [2.325293, -2.694453, 2.255334], [1.147465, 3.003282, -2.244218], [1.676943, 4.432676, -1.781001], [1.468955, 3.602430, -1.471144], [2.474019, 2.846347, -0.282617], [3.881993, 2.169113, -0.144575], [3.121035, 2.431254, 0.315089], [-3.672507, -3.099496, -0.006507], [-3.264274, -1.771051, -0.627101], [-2.922501, -2.510346, -0.088987], [2.011037, 0.104745, 3.358933], [2.005917, -1.529724, 3.214261], [1.797926, -0.771394, 3.852542], [-3.021380, 0.005462, -2.105153], [-4.524735, -0.158798, -1.902411], [-3.674090, -0.566504, -1.777364]], "atomic_forces_ev_per_a": [[0.675, 0.667, -0.020], [-0.209, -0.746, -0.187], [0.373, 0.549, 0.950], [0.538, 0.086, 0.565], [-1.293, -0.761, -1.800], [-0.303, 0.505, 0.312], [-0.414, -0.173, 0.222], [0.014, 0.101, -0.078], [-0.343, -0.052, -0.314], [0.186, 0.054, -0.304], [0.131, -0.164, 0.621], [-0.515, 0.496, -0.929], [-0.015, -0.218, 0.014], [0.169, -0.524, 0.313], [-1.101, -0.349, -1.398], [0.315, 0.050, -0.394], [0.955, 1.023, 0.816], [0.987, 0.573, 0.581], [0.009, 0.114, 0.771], [-0.870, -1.119, -1.210], [1.152, 1.027, 0.595], [0.814, -0.356, 0.226], [-0.594, 1.613, -0.825], [0.827, -1.894, 0.938], [0.201, 0.309, -0.157], [0.088, 0.093, -0.245], [-0.477, 0.062, 0.328], [0.380, 0.552, -0.128], [0.130, 0.111, 0.179], [-0.535, -1.217, 1.002], [-0.438, 0.863, -0.021], [-0.611, -0.662, -2.782], [1.222, -0.410, 2.338], [0.423, 0.166, -0.792], [-0.391, 0.517, -0.357], [0.156, -1.073, 1.104], [0.236, 0.000, -0.605], [0.252, -0.265, -0.203], [-0.291, 0.006, 0.627], [-0.025, 0.238, -0.076], [-0.571, -0.010, -0.175], [0.357, -0.339, 0.627], [-0.006, 0.345, -0.476], [0.045, -0.429, 0.279], [-0.046, -0.180, 0.096], [0.642, 1.282, 0.857], [0.663, 2.808, -1.340], [-1.207, -3.779, 0.544], [-0.030, 0.286, -0.743], [1.444, -0.442, -1.236], [-1.281, 0.228, 1.964], [-0.182, -0.335, 0.136], [0.017, 0.458, -0.349], [-0.316, -0.173, 0.302], [0.395, -0.547, 0.313], [0.245, -0.073, 0.009], [-1.606, 1.141, -0.560], [1.508, 1.670, -1.014], [-0.395, 0.313, -0.136], [-1.485, -2.017, 1.222]], "orbital_gap_ha": [0.0864, 0.3477], "max_force_ev_per_a": 4.004, "spin_multiplicity": 2, "homo_energy_ev": [-2.227, -9.426], "s2": 0.750, "total_charge": 0, "e_above_lowest_ev": 0.856}


6.
{"formula": "C5H12O2", "method": "wB97M-V/def2-TZVPD", "symbols": ["C", "C", "C", "C", "C", "H", "H", "H", "H", "H", "H", "H", "H", "H", "H", "O", "H", "H", "O"], "coordinates": [[0.827809, -2.348768, -0.605103], [0.068428, -1.071726, -0.363700], [0.567368, 0.104312, -0.760854], [-2.321400, -0.427476, -0.390248], [-1.324933, -1.178109, 0.133687], [0.206007, -3.247816, -0.629827], [1.438102, -2.620304, 0.282296], [1.535853, -2.304824, -1.423504], [1.650353, 0.065005, -0.838834], [-0.125974, 0.908640, -0.895491], [-2.079211, 0.002911, -1.352683], [-3.340286, -0.477539, -0.045451], [-1.561739, -1.966124, 0.843165], [0.625406, 0.895485, 2.132503], [0.465232, 2.164925, 2.969273], [0.710015, 1.851416, 2.103599], [1.209726, 3.847858, -0.579082], [0.609675, 2.828461, 0.182468], [0.839572, 2.973681, -0.762213]], "atomic_forces_ev_per_a": [[0.782, -0.778, 2.178], [-0.674, -0.363, -0.807], [0.009, -1.654, 0.775], [1.192, -1.509, 0.006], [-0.999, 0.494, -1.008], [-0.296, 0.323, -0.665], [0.035, 0.355, -0.187], [-0.242, 0.051, -0.295], [-0.184, 0.906, -0.962], [0.578, 0.778, 0.373], [-0.331, 0.801, 0.197], [-0.113, 0.018, 0.014], [0.184, 0.284, 0.420], [-0.052, -0.140, -0.146], [-0.141, 0.119, 0.436], [0.152, 0.123, -0.410], [0.247, 0.218, -0.952], [-0.155, -0.977, -0.570], [0.007, 0.951, 1.600]], "smiles": "C=CC(=C)C.O.O", "orbital_gap_ha": 0.3356, "max_force_ev_per_a": 2.442, "homo_energy_ev": -8.501, "total_charge": 0, "e_above_lowest_ev": 2.534}


Number 1: E_tot -2927.67635 hartree. Number 2: E_tot -873.99622 hartree. Number 3: E_tot -11914.72658 hartree. Number 4: E_tot -1159.01957 hartree. Number 5: E_tot -1322.53288 hartree. Number 6: E_tot -348.11168 hartree.